{"formula": "C4H6P2", "method": "ωB97M-V/def2-TZVPD", "smiles": "CC#P.CC#P", "mol_weight_g_mol": 116.0, "multiplicity": 1, "largest_force_ev_per_a": 2.25, "orbital_gap_ev": 9.88, "relative_energy_kcal_mol": 45.6, "species": ["P", "P", "C", "C", "C", "C", "H", "H", "H", "H", "H", "H"], "xyz": [[-1.50974, 1.82487, -1.64120], [-2.08265, -1.42826, 1.64609], [-1.92828, -1.52374, 0.10904], [-1.72422, -1.55444, -1.32952], [-1.04717, 1.85113, 1.34745], [-1.25846, 1.90785, -0.10152], [-0.86953, -0.91633, -1.63196], [-1.83647, 1.24637, 1.92602], [-0.08797, 1.39764, 1.69793], [-0.96454, 2.82849, 1.88727], [-2.60874, -1.10111, -1.77870], [-1.59344, -2.48860, -2.00055]], "atomic_forces_ev_per_a": [[0.288, 0.439, 1.790], [-0.037, -0.269, -0.989], [0.392, -0.701, 0.806], [0.243, -0.266, -2.141], [0.024, -0.147, 2.249], [-0.145, -0.388, -0.983], [-0.404, -0.233, 0.392], [0.875, 0.969, -1.205], [-0.500, -0.085, -0.935], [-0.500, -0.330, -0.897], [-0.059, 0.260, -0.091], [-0.176, 0.750, 2.005]], "nbo_charge": [0.49, 0.49, -0.49, -0.75, -0.75, -0.49, 0.25, 0.25, 0.25, 0.24, 0.25, 0.25]}